Record 1
A molecular structure, C15H23BIrN6Si at a distorted geometry, computed with ωB97M-V with the def2-TZVPD basis set.

Structure (XYZ):
```
47
Properties=species:S:1:pos:R:3:forces:R:3:mulliken_charge:R:1
Ir -1.11764 -0.53409 -0.48318 3.0 0.2 1.8 1.062
Si 0.05865 -0.08811 4.23285 0.0 0.4 2.9 0.046
N -1.52926 -0.64398 -2.34843 -0.7 -1.0 -4.5 -0.363
N -0.71441 -0.22490 -3.40754 -1.0 -0.4 -0.2 -0.001
N -0.22513 1.29130 -1.00118 0.4 2.2 0.4 -0.605
N 1.81193 -0.42923 -2.81833 0.5 -0.1 0.3 -0.048
N 2.04913 -0.79084 -1.52553 0.4 -0.3 -0.1 0.275
N 0.44585 1.58259 -2.16033 -0.5 0.0 0.2 0.218
C -1.43003 0.90681 4.83514 -0.3 0.0 -0.8 -0.946
C -0.36178 -0.59547 1.21806 0.6 -0.8 -1.9 -0.464
C -0.24269 2.41734 -0.24502 0.6 0.3 -1.3 -0.125
C 2.76561 -1.00414 -3.58184 -0.4 0.2 0.7 -0.112
C -2.72825 -1.06385 -2.91125 1.0 0.7 -1.1 0.318
C 0.81132 2.88543 -2.15248 -0.2 -0.8 0.2 -0.143
C -0.04271 -0.45070 2.43115 0.3 0.5 1.7 0.691
C -1.41487 -0.33958 -4.55670 0.8 0.2 0.9 -0.071
C 1.58867 0.92373 4.66966 0.4 0.0 -0.8 -0.922
C -2.81555 -1.24029 0.18529 -3.0 -0.6 1.5 -1.171
C 3.58324 -1.76386 -2.75378 0.3 -0.4 0.1 -0.998
C 0.09857 -1.74458 5.13179 0.0 -0.4 -0.7 -0.928
C 3.10901 -1.61828 -1.45472 -0.1 0.4 -0.7 0.097
C -2.67569 -0.84162 -4.28574 -0.7 -0.6 0.8 -1.047
C 0.40080 3.44504 -0.95232 -0.2 -0.3 0.4 -1.015
B 0.66071 0.50208 -3.25290 -0.5 0.7 0.5 0.180
H 0.56587 4.45816 -0.63432 -0.1 0.1 0.0 0.429
H 1.53248 1.93494 4.23971 0.0 -0.3 0.2 0.326
H 0.99928 -2.29999 4.83317 -0.2 0.1 0.2 0.322
H 4.41688 -2.37535 -3.05057 0.1 0.1 -0.1 0.432
H -1.35798 1.95965 4.52572 0.0 -0.3 0.1 0.324
H -0.73012 2.43913 0.71428 0.0 0.0 0.1 0.545
H -0.77251 -2.33731 4.81630 0.2 0.0 0.2 0.314
H -3.11707 -0.55886 0.99257 -0.4 -0.4 0.1 0.379
H 3.47063 -2.01511 -0.50701 -0.2 0.2 -0.4 0.471
H 1.53997 -0.40193 -0.72837 0.0 -0.1 -0.6 0.107
H 0.08503 -1.66266 6.22913 0.0 0.3 -0.4 0.331
H 2.80339 -0.80021 -4.65064 0.0 -0.2 0.4 0.470
H 2.49468 0.44717 4.27042 -0.1 0.1 0.2 0.326
H -2.49216 -2.21274 0.61014 -0.2 0.4 0.0 0.317
H 1.34172 3.29450 -3.00903 -0.1 0.0 0.3 0.469
H -3.55256 -1.45446 -2.32157 0.5 0.2 -0.3 0.315
H -0.95561 -0.04744 -5.49154 -0.1 0.0 0.1 0.471
H -3.47523 -1.02898 -4.98840 0.2 0.0 0.1 0.417
H -2.35978 0.50510 4.40938 0.1 0.1 0.2 0.321
H 1.70652 1.02407 5.75982 -0.3 -0.2 -0.3 0.318
H -1.51003 0.87570 5.93242 0.2 -0.1 -0.4 0.326
H -3.64623 -1.39287 -0.50074 0.1 0.2 0.2 0.385
H 0.92733 1.06872 -4.26353 0.1 -0.3 -0.2 -0.042
```
Positions in Å, forces in eV/Å.

Computed properties:
- Expectation value of S²: 8.797
- HOMO-LUMO gap (spin up / spin down): 6.81 / 5.58 eV
- Energy: -36240.01338 eV
- Highest occupied orbital energy (spin up / spin down): -12.3721 / -15.8232 eV
- 2S+1: 6
- Total charge: +2
- LUMO level (spin up / spin down): -5.6 / -10.2 eV

Record 2
A molecular structure, C18H16Br2ClN6O4STi, computed with ωB97M-V with the def2-TZVPD basis set.

Structure (XYZ):
```
49
Properties=species:S:1:pos:R:3:forces:R:3:mulliken_charge:R:1
Br 3.80173 1.15493 5.81597 0.0 0.0 0.0 -0.117
Br 0.97418 6.56592 0.92485 0.0 0.0 0.0 -0.110
Ti 0.88851 -0.06704 -0.16101 0.0 -0.2 -0.8 0.421
Cl 3.57481 -0.60883 -0.68271 0.5 0.3 0.0 1.784
S 0.40418 0.12271 -2.74044 0.1 0.1 0.1 -0.454
O 2.89857 0.70876 -0.82239 -0.1 -0.4 0.1 -0.578
O 4.38673 -0.60759 0.48450 -0.2 0.0 -0.2 -0.595
O 2.43554 -1.56093 -0.47170 -0.2 0.2 0.2 -0.664
O 4.27815 -0.94223 -1.85869 -0.2 0.0 0.2 -0.616
N -1.32978 -0.24516 -4.66832 0.0 -0.1 0.0 -0.407
N 0.35599 2.00532 0.38209 0.2 0.0 0.0 0.161
N -1.81885 -5.65083 -1.97144 0.0 0.0 0.0 -0.422
N -2.23633 -0.31723 -2.57090 0.0 -0.1 0.0 0.025
N -0.76299 -1.53379 0.21176 -0.1 0.0 0.1 0.440
N 1.49128 0.18165 1.92623 0.1 0.0 0.0 0.658
C -1.80403 -3.59216 -0.40476 0.0 -0.1 0.0 -0.076
C -1.72874 -1.35223 1.12755 0.1 0.0 0.0 -0.212
C 2.68794 -0.56567 3.85360 0.0 0.0 0.0 -0.854
C 1.99862 -0.79689 2.68176 0.0 0.0 0.0 -0.241
C 1.09056 2.47935 1.40723 -0.1 0.1 0.0 0.934
C 2.86635 0.75111 4.24452 0.0 0.0 0.0 -0.274
C -1.80685 -4.74491 -1.26671 0.0 0.1 0.0 -0.182
C 0.70641 4.72480 0.70990 0.0 0.1 0.0 -0.052
C -0.80057 -2.64322 -0.53543 0.1 0.1 0.0 -0.115
C -2.75890 -2.25391 1.32204 0.0 0.0 0.0 -0.992
C 1.66967 1.45859 2.30971 0.1 -0.1 0.1 0.551
C 2.35568 1.77877 3.46896 0.0 0.0 0.0 -0.669
C 1.30599 3.83681 1.58342 -0.1 0.0 0.1 -0.932
C -1.15923 -0.18016 -3.34713 0.0 0.1 0.0 0.783
C -2.80447 -3.39688 0.54277 0.0 0.0 0.0 -0.316
C -3.57179 -0.62881 -3.05565 0.0 0.0 0.0 -1.221
C -0.20908 2.88213 -0.45753 0.0 0.0 0.0 0.014
C -0.08266 4.24808 -0.32626 0.0 0.0 0.0 -0.903
H -2.07024 -0.29416 -1.58099 0.0 0.0 0.0 0.090
H -3.59407 -4.12663 0.66032 0.0 0.0 0.0 0.542
H -1.65196 -0.44645 1.71594 0.0 0.0 0.0 0.442
H -0.01053 -2.76864 -1.26704 0.0 0.0 0.0 0.532
H 1.86404 -1.80585 2.31351 0.0 0.0 0.0 0.452
H -0.56104 4.91789 -1.02495 0.0 0.0 0.0 0.444
H -0.51991 -0.14942 -5.25702 0.0 0.0 0.0 0.233
H -4.24345 -0.68057 -2.20378 0.0 0.0 0.0 0.366
H -2.21791 -0.44067 -5.09723 0.0 0.0 0.0 0.189
H -3.51240 -2.06498 2.07320 0.0 0.0 0.0 0.467
H 2.49922 2.80151 3.78189 0.0 0.0 0.0 0.466
H -3.59499 -1.59252 -3.56926 0.0 0.0 0.0 0.409
H 1.93235 4.21106 2.37830 0.0 0.0 0.0 0.453
H -0.76488 2.46288 -1.28597 0.0 0.0 0.0 0.295
H 3.08712 -1.38540 4.43199 0.0 0.0 0.0 0.451
H -3.93795 0.15150 -3.72469 0.0 0.0 0.0 0.400
```
Positions in Å, forces in eV/Å.

Computed properties:
- ΔE to the lowest compared entry with this formula, charge and spin: 39.5 kJ/mol
- Expectation value of S²: 2.007
- HOMO-LUMO gap (spin up / spin down): 6.36 / 8.60 eV
- Energy: -222604.47940 eV
- Highest occupied orbital energy (spin up / spin down): -9.7534 / -12.1551 eV
- 2S+1: 3
- Total charge: +1
- LUMO level (spin up / spin down): -3.4 / -3.6 eV

Record 3
A molecular structure, CH3O2S2 at a distorted geometry, computed with ωB97M-V with the def2-TZVPD basis set.

Structure (XYZ):
```
8
Properties=species:S:1:pos:R:3:forces:R:3:mulliken_charge:R:1
S -1.40108 -0.46387 -0.30263 0.4 -0.1 0.0 0.548
S 0.49079 1.43056 -0.77832 -0.6 0.5 -0.7 -0.502
O -2.25167 -0.63541 -1.47274 -0.6 0.4 0.7 -0.515
O -1.96433 -0.14466 1.01321 -0.5 0.0 -1.1 -0.489
C 1.22962 0.15753 0.19504 -2.3 -0.3 1.6 -0.786
H 0.87666 0.35228 1.24832 0.1 -0.7 -0.8 0.216
H 2.25138 0.07131 0.31164 2.4 0.0 -0.5 0.352
H 0.76863 -0.76773 -0.21452 1.1 0.1 0.9 0.176
```
Positions in Å, forces in eV/Å.

Computed properties:
- ΔE to the lowest compared entry with this formula, charge and spin: 115.2 kJ/mol
- HOMO-LUMO gap: 7.18 eV
- Energy: -26851.70183 eV
- Highest occupied orbital energy: -3.3574 eV
- 2S+1: 1
- Total charge: -1
- LUMO level: 3.8 eV

Record 4
A molecular structure, C9H6ClN3O at a distorted geometry, computed with ωB97M-V with the def2-TZVPD basis set.

Structure (XYZ):
```
20
Properties=species:S:1:pos:R:3:forces:R:3:mulliken_charge:R:1
Cl 3.10535 -3.93705 0.98071 -0.1 0.6 0.1 -0.181
O 3.74959 0.86726 0.36229 0.5 0.2 0.2 -0.596
N -0.58521 -0.48648 0.44653 -0.1 1.3 -0.1 -0.293
N 3.45947 -1.36985 0.65854 0.0 0.5 0.6 -0.511
N 1.61165 0.22764 0.49445 2.2 -3.6 0.4 0.079
C 2.55847 -2.25318 0.79860 0.1 -2.9 -0.5 0.509
C 1.18018 -2.11996 0.68981 0.9 2.8 -0.4 -0.591
C -1.20311 -0.73426 -0.88644 1.8 -0.9 -1.4 -0.370
C 3.03176 -0.08571 0.53175 -0.1 2.0 -0.8 0.282
C -1.35397 0.78288 -1.19869 -0.4 -1.3 1.2 0.224
C -0.67051 0.95291 0.16969 2.4 2.1 -0.1 -0.030
C 0.78444 -0.83555 0.49881 -1.5 0.8 1.2 0.467
C -2.04889 1.59610 -1.91877 0.1 -0.1 -0.2 -0.546
C 1.15769 1.49342 0.21079 -5.6 0.2 -0.2 -0.658
H 1.48119 1.96623 -0.69167 0.3 0.0 -0.5 0.384
H 1.04926 2.16817 1.02164 0.7 0.6 0.8 0.321
H -2.01447 -1.49378 -0.95350 0.4 1.0 0.0 0.319
H 0.37436 -2.73693 0.61398 -1.3 -2.6 0.3 0.510
H -1.33346 1.55453 0.81711 0.9 -0.3 0.1 0.349
H -0.27296 -1.02256 -1.43577 -1.4 -0.4 -0.7 0.332
```
Positions in Å, forces in eV/Å.

Computed properties:
- ΔE to the lowest compared entry with this formula, charge and spin: 574.1 kJ/mol
- HOMO-LUMO gap: 8.05 eV
- Energy: -28463.91645 eV
- Highest occupied orbital energy: -9.4413 eV
- 2S+1: 1
- Total charge: 0
- LUMO level: -1.4 eV

Record 5
C12H16N2O in the gas phase at a distorted geometry, computed with ωB97M-V with the def2-TZVPD basis set.

Structure (XYZ):
```
31
Properties=species:S:1:pos:R:3:forces:R:3:mulliken_charge:R:1
O 4.15570 0.37379 0.12423 -0.2 -3.3 1.4 -0.355
N 2.48722 -0.99076 -0.58049 3.5 -0.3 1.2 -0.488
N -1.59849 -1.44978 0.59859 -1.1 -3.4 -3.2 -0.486
C 0.32093 -0.24240 -0.58525 -1.2 0.6 1.0 -0.219
C -0.23133 2.14915 -0.15269 2.2 -0.8 2.3 -0.918
C 4.76565 -0.99519 0.39621 3.4 -0.7 0.6 -0.501
C 1.28286 -1.20499 -0.76088 -6.9 -2.6 -0.1 -0.865
C -3.12470 -1.54053 0.32771 1.9 -2.6 0.6 -0.439
C -3.29850 -0.12797 -0.15798 -5.2 0.8 3.5 -0.810
C -1.48231 1.66791 0.36812 -1.4 -0.6 3.4 -0.870
C 2.80505 0.20557 -0.06193 5.1 -4.1 -2.9 0.406
C -2.02532 0.57833 -0.47306 -1.0 0.3 -0.9 0.172
C -1.11550 -0.62399 -0.52633 -0.6 -0.9 -1.2 0.099
C 0.72301 1.02092 -0.23699 -1.3 0.6 -1.1 1.226
C 2.04425 1.23746 -0.09892 -0.2 5.1 3.2 -0.621
H -4.00591 -0.16642 -0.93935 -0.7 0.6 -1.3 0.265
H 2.48871 2.10920 0.47431 -0.9 -0.5 -1.3 0.271
H 0.61249 -2.18347 -0.83764 2.8 0.8 -0.6 0.254
H -3.26082 -2.48231 -0.45984 0.1 2.6 1.9 0.242
H -1.38856 1.36480 1.43938 0.2 0.0 -0.5 0.286
H 0.12675 2.90884 0.55268 0.3 0.2 -0.7 0.396
H -1.50442 -1.00636 1.41632 0.7 2.2 3.9 0.305
H 4.24946 -1.99974 -0.21776 1.9 3.7 1.7 0.276
H 5.97701 -0.65489 0.05483 -3.6 -1.7 1.1 0.213
H -3.79244 -1.72542 1.30670 2.0 -0.1 -2.3 0.284
H -4.05117 0.22537 0.80848 2.4 0.4 -2.7 0.302
H -1.37443 -1.30666 -1.39162 0.3 1.0 0.4 0.399
H 4.79715 -1.34657 1.65926 -0.3 1.5 -3.8 0.196
H -2.17047 1.18160 -1.35521 0.0 -0.7 -1.4 0.252
H -0.37042 2.45967 -1.12258 -0.2 1.5 -2.3 0.381
H -2.04145 2.56483 0.43168 -1.8 0.5 -0.1 0.347
```
Positions in Å, forces in eV/Å.

Computed properties:
- ΔE to the lowest compared entry with this formula, charge and spin: 682.5 kJ/mol
- HOMO-LUMO gap: 9.60 eV
- Energy: -17725.05119 eV
- Highest occupied orbital energy: -8.7695 eV
- 2S+1: 1
- Total charge: 0
- LUMO level: 0.8 eV

Record 6
C3H6N2 in the gas phase at a distorted geometry, computed with ωB97M-V with the def2-TZVPD basis set.

Structure (XYZ):
```
11
Properties=species:S:1:pos:R:3:forces:R:3:mulliken_charge:R:1
N 0.49539 0.39705 -1.53240 0.5 -0.6 -1.3 -0.478
N -0.22706 -1.99843 -1.10457 0.1 0.1 -0.1 -0.543
C -0.10986 -0.80567 -0.86299 0.2 2.1 0.1 0.347
C -0.62040 0.03859 0.19437 -1.1 -0.7 1.1 -0.090
C -0.00307 0.16946 1.52946 -0.1 -0.3 0.2 -0.897
H 1.50189 0.50731 -1.43815 -0.1 -0.2 -0.1 0.240
H -0.00556 1.20998 1.87093 0.0 -0.1 -0.1 0.302
H -0.63028 -0.39572 2.23207 0.2 0.1 0.2 0.281
H 0.17961 0.60789 -2.47653 0.2 -0.2 0.0 0.242
H 1.00494 -0.25165 1.55498 -0.1 0.1 0.0 0.292
H -1.58561 0.52120 0.03283 0.2 -0.2 -0.1 0.304
```
Positions in Å, forces in eV/Å.

Computed properties:
- ΔE to the lowest compared entry with this formula, charge and spin: 439.8 kJ/mol
- HOMO-LUMO gap (spin up / spin down): 6.42 / 9.40 eV
- Energy: -6183.98663 eV
- Highest occupied orbital energy (spin up / spin down): -7.0870 / -8.9673 eV
- 2S+1: 1
- Total charge: 0
- LUMO level (spin up / spin down): -0.7 / 0.4 eV

Record 7
2 unconnected molecules or ions with the total composition C6H11NSi at a distorted geometry, computed with ωB97M-V with the def2-TZVPD basis set.

Structure (XYZ):
```
19
Properties=species:S:1:pos:R:3:forces:R:3:mulliken_charge:R:1
Si -1.08873 -0.96966 0.61418 0.5 0.1 -0.4 0.363
N 0.34521 3.85394 -2.29847 -0.5 0.4 -0.1 -0.426
C -0.53710 -2.78225 0.89232 1.0 -1.1 -1.2 -1.047
C -1.04310 0.08183 2.24193 3.2 -4.0 0.5 -0.977
C 2.45280 1.38579 -0.97258 -1.7 3.5 -0.5 -0.774
C 0.70276 2.83886 -1.90539 0.6 1.2 0.3 0.284
C -1.31214 -0.29682 -0.98232 1.3 -5.0 0.4 -1.138
C 1.25361 1.58609 -1.56215 2.2 1.3 0.8 -0.123
H 2.79533 0.44532 -0.94827 1.2 -3.5 0.3 0.351
H -1.88099 0.62849 2.28947 -3.5 1.7 0.5 0.379
H -0.49224 -3.13703 1.91193 -0.8 0.3 0.6 0.359
H -1.79718 0.54662 -1.15034 -1.9 4.3 -0.2 0.581
H -0.25252 0.83898 2.23678 0.3 -0.5 0.1 0.322
H 3.14951 2.15565 -0.56000 -1.1 -0.4 -0.6 0.255
H -0.93763 -0.70744 3.16577 -0.3 2.3 -2.2 0.227
H -1.16526 -3.54482 0.29147 1.1 1.3 0.8 0.284
H -1.37775 -0.85194 -1.96817 0.4 0.0 1.5 0.316
H 0.58146 -2.97912 0.69436 -1.6 0.6 -0.6 0.316
H 0.60396 0.90749 -1.99051 -0.5 -2.4 -0.3 0.448
```
Positions in Å, forces in eV/Å.

Computed properties:
- ΔE to the lowest compared entry with this formula, charge and spin: 331.9 kJ/mol
- HOMO-LUMO gap: 8.67 eV
- Energy: -15764.16972 eV
- Highest occupied orbital energy: -8.2775 eV
- 2S+1: 1
- Total charge: 0
- LUMO level: 0.4 eV

Record 8
A molecular structure, C3H6N2 at a distorted geometry, computed with ωB97M-V with the def2-TZVPD basis set.

Structure (XYZ):
```
11
Properties=species:S:1:pos:R:3:forces:R:3:mulliken_charge:R:1
N -0.29407 -0.20518 -0.03775 0.3 0.4 1.6 -0.394
N 0.78106 2.33166 0.11205 0.8 0.1 1.0 -0.380
C 1.01161 1.40673 0.76661 -0.1 1.2 -0.8 0.300
C -0.88429 -0.76007 -1.29012 0.3 -0.4 0.3 -0.726
C 1.02834 0.08674 1.32157 -1.2 -0.7 -1.7 -0.272
H 1.97956 -0.44246 1.18780 -0.6 0.0 -0.4 0.278
H -1.07165 0.15618 0.47621 -0.1 0.3 0.5 0.181
H -1.36633 0.09759 -1.81210 0.5 -0.3 0.4 0.251
H -1.69657 -1.47860 -1.12109 0.3 -0.2 0.2 0.250
H 0.73919 0.05063 2.40429 -0.5 -0.4 -1.3 0.227
H -0.18734 -1.20970 -1.99537 0.2 0.1 0.3 0.284
```
Positions in Å, forces in eV/Å.

Computed properties:
- ΔE to the lowest compared entry with this formula, charge and spin: 439.3 kJ/mol
- HOMO-LUMO gap: 8.14 eV
- Energy: -6183.99138 eV
- Highest occupied orbital energy: -8.3200 eV
- 2S+1: 1
- Total charge: 0
- LUMO level: -0.2 eV